Entry 1:
Computed, not measured: the molecule C5H9N3OS at a distorted geometry, with wB97M-V/def2-TZVPD.

Cartesian coordinates (Å):
C1 3.33160 1.07935 0.68727
C2 2.85693 -0.04169 1.51378
C3 1.79678 0.85819 -1.16605
C4 0.62675 0.82696 -0.25742
C5 0.23155 -2.79786 0.73162
N1 2.97024 1.39742 -0.50552
N2 2.70680 -0.97832 2.21248
N3 -0.55858 -1.62743 0.56321
O1 0.54153 -1.38423 -1.71676
S1 -0.40370 -0.63882 -0.80080
H1 4.13502 1.57536 1.13124
H2 1.99120 -0.26993 -1.51696
H3 1.72899 1.52357 -2.01221
H4 1.03628 0.80592 0.77666
H5 0.01033 1.75287 -0.28716
H6 1.27919 -2.59199 0.47640
H7 -0.06937 -3.67545 0.27626
H8 0.23539 -3.07540 1.83417
H9 -1.49274 -1.82627 0.77027

Forces on atoms 1 to 6 (eV/Å):
C -1.4 -0.9 -2.2
C -0.1 -2.3 1.7
C 2.1 -1.6 -0.6
C -0.5 0.5 1.0
C 2.5 0.5 2.9
N 0.8 0.0 2.2

Its spin multiplicity is 1. Its orbital gap is 8.916 eV. Its total energy is -22680.54369 eV. As for the HOMO energy: -9.084 eV. The value obtained for the energy relative to the best compared isomer or geometry (same formula, charge and spin) is 2.602 eV.


Entry 2:
Computed, not measured: the molecule C4H8O3 at a distorted geometry, with wB97M-V/def2-TZVPD.

Cartesian coordinates (Å):
O1 1.99253 -1.28746 1.81011
C1 1.36527 -0.31532 1.48824
O2 1.93707 0.91420 1.45692
C2 -0.07789 -0.38352 0.96383
C3 -0.18501 0.26851 -0.35378
C4 -1.32800 -0.02795 -1.24155
O3 -1.34263 0.78667 -2.41056
H1 2.80819 0.79311 1.58109
H2 -0.55804 0.13861 1.89026
H3 -0.56936 -1.43375 1.11209
H4 -0.18463 1.42029 -0.18494
H5 0.66648 -0.12096 -0.84883
H6 -1.03899 -1.10802 -1.44840
H7 -2.31187 0.02523 -0.56249
H8 -1.17313 0.33035 -3.25199

Forces on atoms 1 to 6 (eV/Å):
O 0.2 0.0 0.4
C -0.2 -1.2 -1.1
O -5.7 0.5 -0.9
C -1.3 -0.7 4.6
C 0.1 3.8 0.5
C -1.5 -2.4 0.8

Its spin multiplicity is 1. Its orbital gap is 11.032 eV. As for the SMILES: O=C(O)CCCO. Its total energy is -10418.96229 eV. As for the HOMO energy: -10.274 eV. The value obtained for the energy relative to the best compared isomer or geometry (same formula, charge and spin) is 2.041 eV.


Entry 3:
Computed, not measured: the molecule C5H9N at a distorted geometry, with wB97M-V/def2-TZVPD.

Cartesian coordinates (Å):
C1 1.18750 0.16427 -1.06632
C2 0.52105 -0.34679 0.21391
C3 0.00714 0.77997 1.05067
C4 -0.71663 -1.22432 -0.12771
C5 -1.92593 -0.31123 -0.30139
N1 -1.62913 0.76264 0.32745
H1 1.51061 -0.67218 -1.69436
H2 2.06514 0.78284 -0.84581
H3 0.48625 0.77210 -1.65315
H4 1.21152 -0.96934 0.78435
H5 0.58089 1.73048 0.94674
H6 -0.12340 0.57039 2.12172
H7 -1.66745 1.71883 0.55166
H8 -0.96877 -1.90353 0.70010
H9 -0.53878 -1.85411 -1.00786

Forces on atoms 1 to 6 (eV/Å):
C 0.0 0.0 0.0
C 0.2 -0.5 -0.1
C -1.1 -0.6 -0.5
C 0.0 0.0 0.0
C 0.1 0.8 0.2
N 4.3 -0.2 1.6

Its spin multiplicity is 1. Its orbital gap is 8.939 eV. Its total energy is -6817.76175 eV. As for the HOMO energy: -7.945 eV. The value obtained for the energy relative to the best compared isomer or geometry (same formula, charge and spin) is 3.233 eV.


Entry 4:
Computed, not measured: the molecule C2H7N3 at a distorted geometry, with wB97M-V/def2-TZVPD.

Cartesian coordinates (Å):
H1 1.85926 -0.53426 0.17950
N1 1.29462 -1.03263 -0.49195
C1 0.18021 -0.41416 -0.66081
N2 -0.62013 -0.78276 -1.73494
N3 -0.32541 0.65663 0.07359
C2 0.05928 0.79039 1.49907
H2 -1.61206 -0.64621 -1.62787
H3 -0.29549 -1.61907 -2.18925
H4 -0.85997 1.26123 -0.52388
H5 0.56928 1.72161 1.68238
H6 0.62188 -0.11142 1.71475
H7 -0.87147 0.71067 2.07940

Forces on atoms 1 to 6 (eV/Å):
H 0.2 0.0 0.2
N -0.6 0.1 0.0
C 0.5 -0.1 -0.3
N 0.1 0.5 0.4
N 0.8 -1.3 -0.3
C -1.7 -0.2 -1.4

Its spin multiplicity is 1. Its orbital gap is 9.686 eV. As for the SMILES: [H]/N=C(/N)NC. Its total energy is -6657.67067 eV. As for the HOMO energy: -8.717 eV. The value obtained for the energy relative to the best compared isomer or geometry (same formula, charge and spin) is 0.285 eV.